Below is a 7-piece molecular cluster, C49H94BrClFN3O15PS7 overall, with properties calculated with ωB97M-V with the def2-TZVPD basis set.

The geometry in ORCA input format:
```
! RIJCOSX wB97M-V def2-TZVPD def2/J DEFGRID3
* xyz 1 1
C 3.7546 -2.0995 1.4923
C 3.1617 -1.1238 1.1368
C 2.5324 0.0767 0.6017
C 1.1314 -0.0460 -0.0551
S 0.5559 -1.6776 0.5864
C 1.3590 -0.0467 -1.6165
C 2.3330 -1.2078 -1.9260
C 2.3944 -1.8552 -3.3284
C 2.1155 -3.3672 -3.3130
Cl 3.1979 -4.1792 -4.5034
C 0.1042 -0.2219 -2.5172
N -0.5743 -1.5254 -2.4614
C -2.0199 -1.3983 -2.7330
N 1.9848 1.2287 -1.9897
C 2.8340 1.2798 -3.1581
C 4.3600 1.1361 -2.9275
C 5.0858 0.2872 -3.9765
O 6.3814 0.7857 -4.2613
C 1.5017 2.4944 -1.4777
C 2.6475 3.4853 -1.2509
C 3.6485 3.3254 -0.0915
C 5.1162 3.4897 -0.5451
P 0.6082 3.3632 -2.9787
O 1.3613 4.4723 -3.6014
C 0.3021 2.3752 -0.4829
C -0.2445 3.6757 0.1343
C 0.6406 4.8327 0.6223
N 0.1892 1.1078 0.4326
C -1.2374 0.5516 0.3294
C -2.4466 1.4807 0.3639
C -2.9434 2.0566 -0.9680
F -4.2845 1.7886 -1.1279
C 0.2834 1.3307 1.9268
C 1.1239 2.4054 2.5851
O 2.2786 2.6035 2.5604
Br 0.0481 3.5315 3.8036
H 4.0975 -3.0282 1.8734
H 3.2478 0.4972 -0.0943
H 2.5469 0.7406 1.4589
H -0.5451 -1.8746 -0.1500
H 2.1365 -2.0368 -1.2590
H 3.3419 -0.9325 -1.6444
H 1.7925 -1.4211 -4.1223
H 3.4118 -1.7851 -3.6901
H 1.1190 -3.6259 -3.6437
H 2.3582 -3.8158 -2.3589
H 0.4265 0.0204 -3.5287
H -0.6782 0.5099 -2.3232
H -0.2540 -2.0845 -3.2411
H -2.2135 -1.0200 -3.7408
H -2.5041 -0.7082 -2.0456
H -2.4915 -2.3724 -2.6538
H 2.5086 0.6177 -3.9576
H 2.7675 2.2490 -3.6539
H 4.5581 0.7574 -1.9272
H 4.8278 2.1171 -2.9549
H 4.5225 0.1892 -4.8994
H 5.2053 -0.7228 -3.5734
H 6.9019 0.7209 -3.4540
H 3.2549 3.5140 -2.1505
H 2.2965 4.5078 -1.2416
H 3.4976 4.1092 0.6416
H 3.5917 2.3928 0.4439
H 5.1952 4.1806 -1.3808
H 5.5419 2.5307 -0.8159
H 5.6910 3.9068 0.2765
H -0.7171 3.6831 -2.5929
H 0.4396 2.3064 -3.8977
H -0.4869 2.1065 -1.1772
H -0.8710 3.4343 0.9842
H -0.9519 4.1150 -0.5583
H 0.8254 5.5340 -0.1846
H 1.5823 4.5503 1.0680
H 0.0912 5.3969 1.3685
H -1.3803 -0.1130 1.1670
H -1.3366 -0.0602 -0.5528
H -3.2783 0.8313 0.6486
H -2.4615 2.2243 1.1524
H -2.8064 3.1322 -0.9401
H -2.3821 1.6393 -1.8060
H 0.6114 0.4012 2.3947
H -0.7040 1.4749 2.3411
C 1.1856 -2.7376 6.6057
C 1.4184 -1.3919 7.3016
C 2.5162 -0.6568 6.5205
S 2.4028 -1.2471 4.8309
O 3.6027 -1.9659 4.5020
O 1.9127 -0.1821 3.9699
C 1.0867 -2.4248 5.1149
H 0.2850 -3.2304 6.9672
H 2.0322 -3.3996 6.7949
H 0.4973 -0.8042 7.2849
H 1.7015 -1.5291 8.3428
H 2.3778 0.4224 6.5243
H 3.5110 -0.9091 6.8831
H 1.2365 -3.2883 4.4705
H 0.1438 -1.9328 4.8727
C -7.0921 5.9545 -2.2505
C -6.3037 5.0179 -3.1770
C -4.8130 5.2915 -2.9400
S -4.6769 5.8645 -1.2451
O -4.2040 7.2239 -1.2421
O -4.0095 4.8542 -0.4452
C -6.4259 5.8441 -0.8820
H -8.1437 5.6782 -2.2008
H -7.0294 6.9826 -2.6137
H -6.5248 3.9881 -2.9269
H -6.5676 5.1637 -4.2196
H -4.2087 4.3939 -3.0556
H -4.4282 6.0809 -3.5831
H -6.6598 6.6616 -0.2040
H -6.6503 4.8875 -0.4104
C -8.4126 -0.2379 -5.6371
C -7.9066 -0.8027 -4.3003
C -7.4196 0.3810 -3.4588
S -8.3744 1.7999 -3.9945
O -7.4747 2.7568 -4.6002
O -9.2725 2.2157 -2.9449
C -9.2899 0.9593 -5.2815
H -8.9676 -0.9797 -6.2088
H -7.5666 0.0910 -6.2446
H -8.7224 -1.3079 -3.7810
H -7.1118 -1.5322 -4.4444
H -7.5873 0.2230 -2.3998
H -6.3702 0.6075 -3.6425
H -9.4599 1.6439 -6.1091
H -10.2410 0.6460 -4.8528
C 5.2041 -1.7269 11.6451
C 6.1028 -2.9328 11.3364
C 5.2978 -3.8902 10.4472
S 4.1336 -2.8657 9.5414
O 2.7914 -3.2066 9.9472
O 4.4871 -2.8297 8.1420
C 4.5879 -1.3147 10.3115
H 5.7638 -0.9081 12.0931
H 4.4173 -2.0188 12.3434
H 6.9939 -2.5965 10.8039
H 6.4339 -3.4321 12.2448
H 5.9209 -4.4213 9.7326
H 4.7186 -4.6008 11.0330
H 3.7026 -0.6901 10.4107
H 5.3207 -0.8309 9.6661
C 8.2379 -5.4982 -6.4576
C 6.8836 -5.1217 -5.8402
C 6.7175 -5.9523 -4.5609
S 8.3800 -6.2811 -3.9577
O 8.6263 -7.6974 -4.0314
O 8.6039 -5.5493 -2.7370
C 9.2398 -5.4779 -5.3074
H 8.5282 -4.8093 -7.2491
H 8.1844 -6.5007 -6.8867
H 6.8793 -4.0579 -5.5933
H 6.0606 -5.3001 -6.5308
H 6.1665 -5.4203 -3.7898
H 6.2431 -6.9111 -4.7593
H 10.1604 -6.0178 -5.5145
H 9.4644 -4.4595 -4.9924
C -8.8103 -2.1009 2.4132
C -7.9584 -0.8267 2.4997
C -6.8295 -0.9604 1.4686
S -7.4701 -2.0203 0.1638
O -6.7052 -3.2402 0.1370
O -7.6554 -1.2425 -1.0400
C -9.0551 -2.3389 0.9263
H -9.7472 -1.9988 2.9570
H -8.2637 -2.9443 2.8396
H -8.5750 0.0411 2.2598
H -7.5572 -0.6762 3.5003
H -6.5466 -0.0046 1.0329
H -5.9535 -1.4534 1.8860
H -9.3679 -3.3523 0.6866
H -9.7652 -1.6200 0.5185
*
```

Values from the calculation:
E_HOMO in Eh: -0.4023
ΔE to the lowest compared entry with this formula, charge and spin in kJ/mol: 0.0
Strongest force on any atom in eV/A: 1.32
M in g/mol: 1355.1
Gap between HOMO and LUMO in eV: 8.692

=====

Below is a 12-piece molecular cluster, C49H96BN3O37P5 overall, with properties calculated with ωB97M-V with the def2-TZVPD basis set.

The geometry in ORCA input format:
```
! RIJCOSX wB97M-V def2-TZVPD def2/J DEFGRID3
* xyz 0 2
O 0.2526 2.4140 -1.1083
C 0.1833 1.1836 -0.7625
O 0.0149 0.0942 -1.4516
B -0.1128 -1.1031 -0.6390
O -0.1717 -0.5407 0.7701
C 0.1864 0.7224 0.7251
O 0.2893 1.5086 1.7111
O 1.1377 -1.9387 -0.8508
C 0.8422 -3.1125 -1.1892
O 1.6105 -4.0518 -1.4424
C -0.6868 -3.2341 -1.2016
O -1.1908 -2.1039 -0.8292
O -1.3747 -4.1744 -1.5804
C 1.4477 1.4375 -4.6946
C 2.7444 0.8427 -4.7388
N 3.7042 0.1939 -4.8203
H 0.9396 0.9798 -5.5434
H 1.6783 2.4527 -5.0177
H 0.9825 1.3243 -3.7154
C 0.4985 -7.3905 -1.3317
C 0.8042 -6.7462 -0.0913
N 1.1306 -6.2592 0.8808
H -0.0003 -8.3595 -1.3492
H 1.4080 -7.4913 -1.9239
H -0.1637 -6.7627 -1.9279
C 0.3355 -0.0325 4.4989
C 1.0770 -0.2720 5.7537
N 1.6636 -0.4047 6.7555
H -0.7101 0.2583 4.5999
H 0.2368 -0.9572 3.9302
H 0.7742 0.7017 3.8232
C 3.9116 -0.9768 -1.7120
C 4.3946 -0.8153 -0.2150
O 5.6800 -1.5035 -0.2100
P 6.9407 -0.6833 0.5514
O 7.9580 -1.5817 1.1539
O 6.2259 0.2670 1.6400
C 6.8326 1.4256 2.1710
C 5.8279 2.6031 2.0569
O 7.5056 0.1994 -0.7154
C 6.8893 1.2996 -1.3135
C 6.9585 1.3868 -2.8024
H 4.6533 -0.7460 -2.4767
H 3.5686 -1.9597 -2.0349
H 3.0529 -0.3105 -1.7946
H 4.4268 0.2532 -0.0021
H 3.8498 -1.4386 0.4940
H 7.1339 1.3895 3.2179
H 7.7405 1.5352 1.5778
H 4.8287 2.4716 2.4720
H 6.3923 3.2980 2.6787
H 5.8163 2.9929 1.0391
H 5.8728 1.3958 -0.9321
H 7.3683 2.1445 -0.8187
H 7.3245 0.4851 -3.2934
H 5.9306 1.4589 -3.1576
H 7.4941 2.2928 -3.0861
C -8.0166 -4.5194 4.9947
C -7.0324 -5.5321 4.6182
O -7.0417 -5.4941 3.2244
P -5.9313 -6.0333 2.2062
O -4.7210 -6.7283 2.7857
O -5.5964 -4.7940 1.2533
C -4.6017 -3.8718 1.7487
C -4.1631 -3.1664 0.5723
O -6.7069 -7.0131 1.1554
C -8.1177 -7.2522 1.2893
C -8.3889 -8.3235 2.2740
H -8.0532 -3.5357 4.5267
H -8.9301 -5.0019 4.6471
H -8.1649 -4.2353 6.0365
H -6.0504 -5.3904 5.0695
H -7.2838 -6.5816 4.7714
H -4.7941 -3.3721 2.6982
H -3.7495 -4.5292 1.9209
H -5.0229 -2.8323 -0.0085
H -3.4738 -2.3405 0.7479
H -3.6784 -3.7354 -0.2210
H -8.5542 -6.2988 1.5870
H -8.2801 -7.6678 0.2948
H -7.9415 -8.1860 3.2584
H -9.4273 -8.3073 2.6049
H -8.0244 -9.2989 1.9516
C -3.3914 2.9888 -0.3501
C -2.8809 4.3292 -0.9346
O -2.4991 5.2406 0.0991
P -3.2100 6.7093 0.1007
O -4.6206 6.7077 -0.3361
O -2.9722 7.1652 1.6650
C -3.6265 8.3245 2.2862
C -2.5410 9.3893 2.7640
O -2.1938 7.6863 -0.7439
C -1.9046 7.4844 -2.1125
C -2.8961 8.1404 -3.0360
H -2.6486 2.6481 0.3712
H -4.3900 2.9157 0.0808
H -3.2089 2.2178 -1.0988
H -1.9595 4.0693 -1.4557
H -3.4481 4.8634 -1.6968
H -4.4034 8.6939 1.6168
H -4.0315 7.9072 3.2081
H -2.1625 10.0932 2.0227
H -3.0038 9.9467 3.5784
H -1.6910 8.9837 3.3126
H -0.8772 7.8338 -2.2142
H -1.7564 6.4222 -2.3074
H -2.4701 8.9884 -3.5723
H -3.2984 7.4846 -3.8081
H -3.7443 8.4469 -2.4238
C 2.0485 8.5632 -3.5647
C 1.0342 8.4991 -4.7857
O -0.0495 7.6216 -4.6069
P 0.1914 6.0951 -5.2213
O 0.5348 6.0226 -6.6493
O 1.3912 5.4130 -4.2166
C 1.0496 4.9540 -2.9270
C 2.3486 4.5555 -2.1956
O -1.2338 5.3451 -4.7683
C -1.5766 4.0875 -5.2850
C -2.8335 3.5371 -4.5578
H 2.9490 9.1304 -3.8001
H 1.5366 9.0209 -2.7182
H 2.2766 7.5969 -3.1149
H 0.6421 9.4894 -5.0174
H 1.5152 8.2673 -5.7360
H 0.6000 5.7818 -2.3786
H 0.4556 4.0426 -2.9954
H 2.9563 3.9401 -2.8589
H 2.8802 5.4889 -2.0104
H 2.1568 4.0939 -1.2269
H -1.9077 4.2164 -6.3154
H -0.7280 3.4035 -5.2685
H -3.6606 4.2466 -4.5346
H -3.0463 2.5327 -4.9239
H -2.5392 3.4172 -3.5152
C 2.9212 -3.2844 2.4428
C 4.4402 -3.2167 2.5887
O 4.7749 -3.9557 1.5001
P 6.0983 -4.9197 1.3268
O 7.3986 -4.2468 1.5702
O 5.9825 -5.6400 -0.0485
C 4.9041 -5.2584 -0.8626
C 5.1063 -6.0184 -2.1203
O 5.6798 -6.0565 2.3979
C 4.4530 -6.7524 2.3459
C 4.7582 -8.1120 1.5568
H 2.3533 -2.6405 3.1143
H 2.5023 -3.1396 1.4470
H 2.6594 -4.3148 2.6835
H 4.6998 -2.1597 2.5307
H 4.6995 -3.6428 3.5579
H 3.9925 -5.5268 -0.3288
H 4.7746 -4.1906 -1.0393
H 5.5565 -5.2815 -2.7853
H 5.6984 -6.9307 -2.1921
H 4.1138 -6.2419 -2.5117
H 4.2243 -6.8642 3.4058
H 3.6583 -6.1534 1.9013
H 4.0853 -8.9565 1.7060
H 4.6990 -8.0532 0.4700
H 5.6246 -8.4851 2.1028
C -2.6824 -0.9382 -4.1030
C -3.4974 -1.7032 -3.1075
O -4.8112 -1.4371 -3.4960
C -4.8275 -0.2193 -4.0331
O -5.7303 0.6204 -3.9158
O -3.6469 0.0451 -4.5165
H -2.1457 -1.4577 -4.8968
H -2.0224 -0.3835 -3.4361
H -3.3831 -1.5470 -2.0348
H -3.3053 -2.7760 -3.0881
C -0.9623 -4.0944 1.8712
C -1.0390 -4.8091 3.1744
O -1.3944 -3.8031 4.1626
C -1.6998 -2.7159 3.6085
O -2.0294 -1.7136 4.2349
O -1.3708 -2.7882 2.3236
H -1.7863 -4.3215 1.1949
H 0.0347 -4.0905 1.4306
H -0.0935 -5.3025 3.3998
H -1.8371 -5.5455 3.0805
C -0.7828 4.9320 3.8744
C -0.4416 3.5151 3.6714
O -0.5605 3.1155 5.0833
C -1.1207 4.0875 5.8920
O -1.1586 3.9556 7.1191
O -1.1764 5.2171 5.2210
H -1.5177 5.1365 3.0959
H 0.1548 5.4849 3.8182
H 0.5117 3.4718 3.1447
H -1.0606 3.0429 2.9086
*
```

Values from the calculation:
E_HOMO (alpha / beta) in Eh: -0.3596 / -0.3572
Strongest force on any atom in eV/A: 6.75
M in g/mol: 1485.0
Gap between HOMO and LUMO (alpha / beta) in eV: 5.947 / 1.828